(1)
90
Properties=species:S:1:pos:R:3:forces:R:3 method="wB97M-V/def2-TZVPD" gap_ev=8.353 multiplicity=1 total_energy_ha=-4002.1015 e_above_lowest_kj_mol=1760.49 fmax_ha_per_bohr=0.2660
C 3.3367 4.6051 2.7166 0.187 -0.124 0.026
C 3.3590 3.2499 2.0441 -0.859 -1.487 0.537
O 2.0546 2.8665 1.6063 -0.089 5.191 8.459
H 2.7404 4.4946 3.6223 -0.621 0.241 -0.301
H 2.9427 5.3178 1.9921 -0.258 0.204 0.403
H 4.2621 5.0057 3.1303 0.477 -0.307 -0.516
H 3.6486 2.4417 2.7158 0.590 0.212 0.533
H 3.9640 3.0920 1.1513 0.856 0.693 0.289
H 2.2055 2.3500 0.8113 0.863 2.588 5.016
C 0.6986 -0.1072 0.4372 7.408 2.882 -3.787
C 1.5453 1.0789 0.1772 -2.038 -4.168 -2.125
N 2.1830 1.9744 -0.1322 -0.180 -8.642 -10.601
H 1.1250 -0.5033 1.3588 -0.240 -0.356 -0.165
H 0.8707 -0.7909 -0.3941 0.225 1.962 0.605
H -0.3472 0.1549 0.5980 3.039 1.453 -4.022
O 4.5605 3.8874 -4.1041 0.022 0.533 2.798
S 4.5791 4.0258 -2.6382 -1.423 -0.698 -0.009
O 5.2890 5.1025 -1.9511 -0.704 -1.428 -1.066
O 2.9751 4.0885 -2.1542 2.382 -0.010 -1.494
C 2.6937 4.1913 -0.7560 0.149 0.263 0.628
C 1.1679 4.1795 -0.6485 0.128 1.817 -0.451
C 5.1236 2.3792 -1.9137 0.018 1.736 -1.423
H 3.2112 5.0071 -0.2513 -0.429 0.928 -0.648
H 3.0671 3.3210 -0.2163 0.387 1.753 -1.488
H 0.9359 4.4456 0.3827 -0.321 -0.256 -0.166
H 0.6524 3.2832 -0.9935 0.621 0.111 0.333
H 0.7743 4.9594 -1.3003 0.021 0.353 -0.010
H 4.5320 1.5723 -2.3463 -0.499 0.283 0.564
H 5.1559 2.5404 -0.8362 -0.018 -0.502 -0.209
H 6.0952 2.2655 -2.3946 0.313 0.139 0.501
O -1.6064 3.3428 -3.1545 0.699 -1.260 0.723
S -1.2993 1.9770 -2.7732 -0.912 0.133 -0.716
O -0.2323 1.2238 -3.4187 -1.098 1.490 1.420
O -1.1152 1.8824 -1.0981 -0.098 -0.194 -2.113
C -1.9747 2.6902 -0.2784 -0.442 0.995 0.985
C -1.5755 2.5002 1.1980 -0.190 0.334 -0.927
C -2.8704 1.0516 -2.9968 0.688 0.892 0.708
H -3.0328 2.4700 -0.4200 0.083 -0.632 -0.078
H -1.9272 3.7517 -0.5214 0.622 0.001 -0.314
H -2.3574 2.8479 1.8730 0.116 1.115 -0.882
H -0.6149 2.9579 1.4345 0.035 0.012 -0.003
H -1.5324 1.4464 1.4732 1.005 2.924 -1.013
H -2.7149 0.0440 -2.6111 -0.418 0.429 -0.219
H -3.2021 1.1027 -4.0339 0.479 -0.085 -0.013
H -3.5726 1.6456 -2.4119 -0.133 -0.336 0.123
O -0.8755 -0.0946 1.5762 -8.830 -2.568 8.744
S -2.3520 -0.1235 1.7464 -3.975 -2.070 2.735
O -3.2582 0.2640 0.6496 1.570 -0.804 1.947
O -2.6898 -1.6462 2.3097 -0.359 1.956 -0.788
C -4.1356 -2.0296 2.4891 -0.990 0.280 2.730
C -4.1764 -3.3138 3.3858 0.547 1.481 -0.662
C -2.7983 0.8677 3.2183 0.412 -0.002 0.251
H -4.5937 -2.3364 1.5489 -0.778 1.980 2.157
H -4.7187 -1.2064 2.9020 0.499 0.239 0.590
H -5.2266 -3.5284 3.5835 0.065 -0.063 0.102
H -3.6216 -3.1650 4.3122 -0.168 -0.048 0.083
H -3.7213 -4.1394 2.8386 -0.099 -0.004 0.044
H -2.2182 0.5678 4.0909 0.081 -0.552 -0.254
H -3.8582 0.8155 3.4672 0.069 -0.088 -0.412
H -2.4651 1.8802 2.9903 -0.669 -0.646 0.614
O 0.4045 -2.3909 -0.0588 4.714 -3.398 -0.003
S 1.5236 -2.7974 -0.8934 1.344 -0.810 -0.786
O 2.3320 -1.7465 -1.5365 -0.846 -2.393 1.599
O 2.5358 -3.8609 -0.0359 -1.027 2.568 -2.073
C 2.0455 -4.9201 0.7716 0.022 -0.991 0.301
C 3.3494 -5.5645 1.3369 -1.470 -0.083 0.133
C 0.9396 -3.8957 -2.2811 -0.417 -0.481 0.885
H 1.4829 -5.6633 0.2065 0.376 -0.163 -0.726
H 1.2461 -4.5953 1.4377 0.621 0.479 0.718
H 4.0369 -5.7039 0.5026 0.123 0.290 0.204
H 3.1199 -6.5618 1.7120 -0.123 -0.044 0.045
H 3.7655 -5.0094 2.1776 0.159 0.196 -0.368
H 0.3723 -3.3949 -3.0656 0.568 0.519 0.211
H 0.1931 -4.5522 -1.8341 0.172 -0.213 0.275
H 1.7326 -4.4954 -2.7279 0.253 0.339 0.360
O -2.5735 -5.1943 0.1593 -0.718 2.367 -0.431
S -2.9568 -3.8288 -0.2073 1.907 0.550 -1.193
O -3.8191 -3.0030 0.6506 2.839 -4.432 -5.801
O -1.5146 -3.0076 -0.4751 -4.655 -2.142 0.440
C -1.5980 -1.5773 -0.6970 -1.312 0.570 -0.317
C -1.0028 -1.2709 -2.0366 0.684 -0.558 0.627
C -3.5595 -3.8196 -1.9287 0.453 -0.101 0.842
H -1.1127 -1.1005 0.1546 -0.403 -1.196 -1.655
H -2.6014 -1.1517 -0.6895 -0.349 -0.959 -0.011
H -0.6891 -0.2274 -2.0637 0.032 -0.744 -0.208
H -1.6999 -1.5325 -2.8326 0.185 0.077 -0.193
H -0.1288 -1.9192 -2.0989 -0.565 0.957 -0.762
H -2.6925 -4.1795 -2.4827 -0.356 -0.518 -0.077
H -3.7450 -2.8138 -2.3057 -0.228 0.064 0.521
H -4.4510 -4.4467 -1.9410 0.199 -0.024 -0.330

(2)
96
Properties=species:S:1:pos:R:3:forces:R:3 method="wB97M-V/def2-TZVPD" gap_ev="7.491 / 6.393" total_charge=+1 multiplicity=3 total_energy_ha=-4841.4088 e_above_lowest_kj_mol=0.00 fmax_ha_per_bohr=0.0366
Pt -9.6168 -13.9059 -27.6399 -0.011 1.556 -0.985
O -8.7128 -10.4739 -29.2079 0.136 -0.285 -0.209
C -8.9511 -11.5902 -28.5765 -0.201 -0.770 0.685
O -8.3084 -12.6574 -28.8804 -0.135 -0.543 -0.024
O -9.8118 -11.6663 -27.6628 -0.040 0.241 0.261
H -8.0446 -10.7050 -29.8808 0.260 0.587 -0.040
O -6.1597 -12.5652 -36.2040 -0.658 0.336 -0.330
S -5.0438 -13.3151 -35.7494 0.568 -0.347 0.078
O -3.7171 -12.9868 -36.1365 0.085 0.029 0.091
O -5.0606 -13.2944 -34.1511 0.049 0.302 -0.209
C -6.3189 -13.0606 -33.5439 -1.164 -0.060 1.478
C -6.1479 -13.1245 -32.0336 0.162 -0.414 -0.370
C -5.2900 -15.0361 -36.0716 0.710 0.412 -0.031
H -7.0451 -13.8432 -33.7890 0.267 -0.102 -0.389
H -6.8044 -12.1125 -33.7795 0.554 0.105 -0.585
H -7.1176 -12.9673 -31.5581 0.001 -0.006 0.016
H -5.4416 -12.3819 -31.6753 0.100 0.014 0.043
H -5.8038 -14.1350 -31.7974 0.103 0.157 0.334
H -4.9507 -15.1844 -37.0944 -0.377 -0.046 -0.141
H -6.3269 -15.2968 -35.9019 -0.013 -0.211 -0.011
H -4.5650 -15.5397 -35.4357 -0.276 -0.228 0.146
O -9.8220 -15.1132 -29.7928 0.480 -0.021 0.048
S -10.1564 -15.6348 -31.0889 -0.257 -0.617 0.295
O -11.5345 -15.8669 -31.3677 -0.228 -0.151 0.038
O -9.5671 -14.6455 -32.1347 0.124 0.225 -0.088
C -9.9533 -14.8594 -33.5249 -0.373 -0.350 -0.941
C -9.8476 -13.5494 -34.2424 0.293 1.489 0.144
C -9.2166 -17.1035 -31.3679 -0.116 0.299 -0.065
H -10.9688 -15.2481 -33.5995 -0.050 0.131 0.456
H -9.3144 -15.6342 -33.9568 0.230 0.142 0.152
H -8.8420 -13.2848 -34.5623 0.040 -0.281 -0.114
H -10.1237 -12.7348 -33.5635 -0.055 -0.252 0.065
H -10.5063 -13.3973 -35.0950 -0.058 -0.618 -0.079
H -9.3817 -17.7752 -30.5308 -0.069 -0.066 -0.027
H -8.1703 -16.8176 -31.4397 0.040 -0.057 0.038
H -9.5775 -17.5289 -32.3009 0.068 -0.164 0.023
O -11.1577 -10.1095 -23.0380 1.029 -0.003 0.607
S -12.3440 -10.3066 -23.7789 -0.917 0.299 -0.367
O -13.1269 -11.4816 -23.6185 -0.162 -0.474 0.012
O -13.3383 -9.1142 -23.5059 -0.023 0.185 -0.242
C -12.7803 -7.7739 -23.5643 0.278 0.101 0.558
C -13.7979 -6.8368 -23.0046 -0.365 0.842 0.162
C -11.9829 -10.0954 -25.4797 -0.123 -0.415 -0.374
H -12.4958 -7.5088 -24.5825 -0.069 -0.169 -0.070
H -11.8937 -7.7472 -22.9311 0.120 -0.114 -0.192
H -13.3882 -5.8233 -22.9604 0.180 -0.110 -0.090
H -14.0464 -7.0925 -21.9757 -0.147 -0.185 -0.082
H -14.7011 -6.7509 -23.6094 -0.043 -0.300 0.061
H -11.4456 -10.9923 -25.7806 0.299 0.157 0.013
H -11.4017 -9.1902 -25.6215 0.128 -0.048 -0.033
H -12.9121 -10.0987 -26.0417 -0.142 0.191 0.047
O -3.7900 -9.3831 -28.5591 -0.260 0.194 0.050
S -4.5875 -10.3784 -29.2036 1.353 -0.657 0.769
O -5.7084 -10.0120 -29.9896 -1.019 0.064 -0.662
O -3.6456 -11.2373 -30.1240 -0.242 -0.165 -0.255
C -2.2822 -11.4835 -29.6695 0.219 0.443 -0.144
C -1.7193 -12.6349 -30.4566 0.534 0.116 0.072
C -5.0789 -11.5857 -27.9671 -0.274 1.237 -0.510
H -2.2583 -11.6511 -28.5915 -0.168 -0.150 -0.023
H -1.7153 -10.5710 -29.8503 -0.090 0.016 -0.054
H -0.6311 -12.5475 -30.3947 -0.036 -0.222 0.105
H -1.9496 -12.5600 -31.5173 -0.249 -0.003 0.025
H -2.0126 -13.6017 -30.0544 -0.113 -0.045 -0.130
H -6.1447 -11.4037 -27.8546 -0.010 -0.171 0.306
H -4.5276 -11.2445 -27.0967 -0.031 -0.644 0.279
H -4.9041 -12.5863 -28.3395 0.191 -0.110 0.197
O -11.6802 -13.7398 -28.1882 0.025 -0.425 0.708
S -12.9956 -13.2748 -28.6090 0.139 -0.237 -1.193
O -13.6509 -12.2752 -27.8643 -0.118 0.472 0.729
O -12.8235 -12.8241 -30.0943 0.015 -0.126 0.090
C -12.3926 -11.4730 -30.3564 0.251 1.222 -0.860
C -11.2816 -11.4675 -31.3828 -0.128 0.124 -0.446
C -13.9841 -14.6855 -28.8642 -0.472 -0.150 0.031
H -12.1242 -10.8947 -29.4716 0.036 -0.536 0.324
H -13.2259 -10.9333 -30.8111 -0.221 -0.270 0.227
H -11.6523 -11.8667 -32.3310 0.053 -0.254 0.199
H -10.3696 -11.9922 -31.0968 -0.097 -0.087 0.129
H -11.0371 -10.4295 -31.6208 0.100 0.021 0.251
H -13.3624 -15.4851 -29.2541 -0.011 -0.072 0.042
H -14.7725 -14.4301 -29.5691 0.120 0.127 -0.097
H -14.4776 -14.9191 -27.9218 0.298 -0.142 0.119
O -9.6200 -7.6588 -24.7581 -0.307 -0.246 0.268
S -8.8194 -6.9675 -25.7055 0.551 0.380 -0.336
O -9.0423 -5.5822 -25.9872 -0.127 -0.187 -0.075
O -7.3190 -7.1648 -25.2557 -0.040 0.038 0.089
C -6.3155 -6.2729 -25.8219 0.657 -0.471 0.041
C -5.0625 -7.0900 -26.1122 -0.456 0.295 -0.251
C -8.8190 -7.8908 -27.2142 0.184 0.039 0.052
H -6.0995 -5.5079 -25.0805 -0.220 0.134 -0.056
H -6.6930 -5.8229 -26.7370 -0.095 0.137 0.075
H -5.2892 -7.8896 -26.8191 0.067 -0.060 0.100
H -4.6249 -7.4974 -25.2051 -0.003 -0.052 0.027
H -4.3427 -6.4323 -26.6016 0.099 -0.044 0.099
H -9.8078 -7.7981 -27.6552 0.027 -0.054 -0.110
H -8.5695 -8.9205 -26.9754 -0.213 -0.059 0.110
H -8.0422 -7.5061 -27.8731 -0.155 0.186 -0.077

(3)
82
Properties=species:S:1:pos:R:3:forces:R:3 method="wB97M-V/def2-TZVPD" gap_ev=6.519 total_charge=+1 multiplicity=1 total_energy_ha=-2120.5034 fmax_ha_per_bohr=0.1353
O -0.8421 0.1223 -0.7464 0.221 0.462 -0.254
C -0.8700 1.2223 -1.2322 -0.451 -0.919 0.280
O 0.2187 1.9523 -1.5306 -0.073 0.048 0.129
C 1.4288 1.1998 -1.4257 0.782 -0.877 -0.407
C 2.6453 2.0692 -1.6673 -0.623 -0.011 0.485
C 2.8102 3.2276 -0.6969 0.200 1.089 -1.998
C 1.6767 4.2225 -0.4421 0.360 -0.292 2.009
C 2.4354 5.2333 0.4500 0.806 -1.255 -0.833
C 3.0665 4.2327 1.4810 -1.238 2.746 -0.662
N 3.3292 2.9666 0.6776 0.248 0.771 1.786
H -1.8192 1.7027 -1.4975 0.299 0.444 -0.031
H 1.4063 0.4314 -2.2022 0.013 -0.086 0.070
H 1.5248 0.6458 -0.4889 -0.392 0.222 0.190
H 3.5456 1.4520 -1.6688 -0.067 -0.157 0.054
H 2.5821 2.4860 -2.6727 0.018 0.234 0.064
H 3.5784 3.8609 -1.1526 0.329 -0.271 0.153
H 1.1047 4.5898 -1.2812 0.155 -0.089 -0.211
H 1.0479 3.7100 0.2995 -0.829 0.104 -0.621
H 1.8729 6.0566 0.8715 -0.120 -0.159 0.276
H 3.2893 5.6179 -0.1131 -0.279 0.504 -0.115
H 2.2997 4.1369 2.2426 0.353 -0.854 0.304
H 3.9503 4.7412 1.8482 0.371 -0.826 0.362
H 4.3384 2.8484 0.7453 -0.011 -0.547 -0.468
H 2.8850 2.2321 1.2298 -0.056 -0.447 -0.603
O 3.3834 -2.3967 -3.7409 1.175 -2.088 -2.993
P 2.6003 -3.6808 -3.5745 -3.346 1.348 5.818
N 1.0238 -3.0333 -3.8311 0.131 0.685 -0.006
C -0.2308 -3.2870 -3.1583 -0.222 -0.610 -0.049
C 0.7927 -2.4445 -5.1449 0.404 0.122 -0.132
N 3.0481 -3.9621 -1.9116 -0.329 0.199 0.662
C 2.1812 -3.7643 -0.7569 -0.341 0.001 -0.054
C 4.4083 -3.5559 -1.5710 0.082 0.011 -0.356
N 2.2003 -5.3417 -3.7623 2.569 0.278 -3.221
C 2.3059 -5.8208 -5.1447 -0.293 0.181 -0.115
C 1.2938 -6.1569 -2.9967 -0.042 -0.017 0.664
H -0.8917 -3.9536 -3.7311 -0.011 0.016 0.019
H -0.7615 -2.3383 -3.0240 0.015 0.016 -0.059
H -0.1253 -3.7134 -2.1655 0.150 -0.122 -0.098
H 0.5632 -3.2119 -5.8961 -0.149 0.084 -0.039
H 1.6670 -1.8902 -5.4878 0.064 -0.082 0.070
H -0.0396 -1.7368 -5.1187 -0.050 -0.067 0.132
H 1.2699 -3.2140 -0.9938 0.020 -0.075 -0.003
H 2.6725 -3.1724 0.0212 0.170 0.029 -0.130
H 1.9110 -4.7141 -0.2825 -0.103 0.018 0.012
H 4.4696 -2.4819 -1.3501 0.079 0.012 -0.019
H 5.0983 -3.7660 -2.3868 -0.004 0.022 0.019
H 4.7591 -4.1075 -0.6966 -0.141 -0.083 0.011
H 1.3788 -5.6511 -5.7116 0.021 -0.118 -0.015
H 2.5324 -6.8885 -5.1711 -0.013 0.006 0.076
H 3.1179 -5.3126 -5.6703 -0.014 0.018 0.022
H 0.3120 -6.2204 -3.4804 0.005 0.116 -0.030
H 1.1479 -5.8141 -1.9769 0.088 0.190 -0.032
H 1.6919 -7.1742 -2.9240 0.054 0.046 -0.081
O -1.4702 1.1890 4.5881 0.934 -2.685 -2.755
P -2.7171 1.1714 3.7347 -4.008 4.508 3.464
N -2.5663 2.7685 3.0763 0.543 0.300 0.263
C -3.5563 3.7954 2.8343 -0.441 -0.203 -0.458
C -1.3774 3.0071 2.2819 0.262 -0.266 0.186
N -3.8542 0.9857 5.0333 -0.344 0.492 0.312
C -4.7260 2.0340 5.5535 -0.120 0.269 -0.206
C -3.3825 0.1526 6.1404 0.328 -0.126 -0.153
N -3.8736 0.5825 2.6039 3.062 -2.584 -0.898
C -3.2543 -0.0235 1.4251 0.069 0.379 -0.119
C -5.2089 1.0405 2.3268 -0.447 0.143 0.454
H -3.8459 3.8541 1.7740 -0.038 0.039 0.023
H -3.1489 4.7721 3.1150 0.094 -0.038 -0.002
H -4.4663 3.6724 3.4121 0.019 -0.201 -0.055
H -1.4937 2.6292 1.2523 0.057 0.159 -0.075
H -0.5061 2.5171 2.7243 -0.092 -0.105 0.063
H -1.1470 4.0758 2.2269 -0.147 0.048 0.032
H -4.4603 3.0293 5.1978 -0.032 -0.054 -0.016
H -4.6698 2.1024 6.6422 0.175 -0.143 -0.003
H -5.7787 1.8399 5.3196 -0.016 0.083 -0.051
H -2.7581 0.7199 6.8388 0.035 -0.055 0.018
H -2.7939 -0.6889 5.7765 -0.016 0.015 0.011
H -4.2313 -0.2565 6.6909 -0.117 0.073 -0.120
H -3.0310 0.7317 0.6571 -0.066 -0.134 -0.106
H -3.8963 -0.7874 0.9815 -0.063 0.043 0.051
H -2.3159 -0.5153 1.6921 0.012 0.030 -0.040
H -5.2260 1.7222 1.4672 0.100 0.053 0.034
H -5.6851 1.5398 3.1652 0.180 0.020 0.118
H -5.8438 0.1834 2.0799 0.097 -0.031 -0.012